Here is a cluster of 9 separate species, C24H69N7O12 in total in a non-equilibrium geometry from the Open Molecules 2025 dataset. Energies are from ωB97M-V/def2-TZVPD.

Last columns: bonded neighbours and bond lengths (Å).
Element x y z (Å)
1 C -0.7826 -0.8426 -0.8273  O2 1.455, H3 1.075, H4 1.129, H5 1.054
2 O -0.6077 -1.1878 -2.2296  C1 1.455, H6 0.971
3 H 0.2088 -0.6842 -0.4426  C1 1.075
4 H -1.4630 0.0534 -0.7334  C1 1.129
5 H -1.0776 -1.7220 -0.3268  C1 1.054
6 H -1.4640 -1.0293 -2.6595  O2 0.971
7 C 1.9293 2.1747 -1.3829  O8 1.355, H9 1.148, H10 1.031, H11 1.081
8 O 3.0362 2.8246 -1.8158  C7 1.355, H12 0.960
9 H 1.1412 2.4769 -2.1603  C7 1.148
10 H 1.9449 1.1496 -1.2725  C7 1.031
11 H 1.5605 2.5791 -0.4503  C7 1.081
12 H 3.7658 2.8363 -1.1923  O8 0.960
13 C 4.3245 0.0137 0.5729  O14 1.451, H15 1.039, H16 1.062, H17 1.091
14 O 4.4958 0.5760 -0.7536  C13 1.451, H18 0.973
15 H 3.5421 0.5406 1.0079  C13 1.039
16 H 4.0777 -1.0149 0.4802  C13 1.062
17 H 5.2261 0.2289 1.1477  C13 1.091
18 H 4.7641 -0.1328 -1.3633  O14 0.973
19 C -3.8560 0.7312 -3.3103  O20 1.406, H21 1.087, H22 1.114, H23 1.108
20 O -2.5854 0.1304 -3.2716  C19 1.406, H24 0.972
21 H -3.9011 1.7887 -3.0624  C19 1.087
22 H -4.2999 0.5518 -4.3159  C19 1.114
23 H -4.5188 0.1651 -2.6268  C19 1.108
24 H -1.9253 0.7529 -3.6206  O20 0.972
25 C 3.8149 -3.1093 -1.6661  O26 1.255, N27 1.419, N28 1.383
26 O 4.7445 -2.6132 -0.9845  C25 1.255
27 N 2.5486 -3.5117 -1.1682  C25 1.419, H29 1.055, H30 0.992
28 N 3.9801 -2.9950 -3.0343  C25 1.383, H31 1.055, H32 1.010
29 H 1.7389 -3.2792 -1.8037  N27 1.055
30 H 2.3492 -3.2198 -0.2413  N27 0.992
31 H 3.3027 -3.4468 -3.7051  N28 1.055
32 H 4.8841 -2.6305 -3.2980  N28 1.010
33 C 1.7220 -3.7435 -5.8794  O34 1.217, N35 1.352, N36 1.349
34 O 2.4959 -4.6250 -6.2030  C33 1.217
35 N 1.1465 -3.6638 -4.6587  C33 1.352, H37 1.037, H38 1.038
36 N 1.4288 -2.6687 -6.6408  C33 1.349, H39 1.002, H40 0.968
37 H 0.6416 -2.8689 -4.2256  N35 1.037
38 H 1.2608 -4.4886 -4.0391  N35 1.038
39 H 1.5543 -2.8671 -7.6146  N36 1.002
40 H 0.6561 -2.1558 -6.3630  N36 0.968
41 C -2.1383 3.3879 -0.6151  O42 1.415, H50 1.111, H51 1.085, H52 1.093
42 O -3.4819 3.0621 -0.3133  C41 1.415, C43 1.416
43 C -3.6019 2.0226 0.6410  O42 1.416, C44 1.579, H53 1.100, H54 1.087
44 C -3.4251 2.5780 2.1083  C43 1.579, N45 1.450, H55 1.107, H56 1.154
45 N -3.3652 1.4447 3.0106  C44 1.450, C46 1.491, H57 1.041
46 C -4.7163 1.1068 3.5439  N45 1.491, C47 1.549, H58 1.076, H59 1.106
47 C -4.4575 0.0889 4.6821  C46 1.549, O48 1.404, H60 1.031, H61 1.063
48 O -3.7091 0.7385 5.6761  C47 1.404, C49 1.409
49 C -4.3620 1.5785 6.5994  O48 1.409, H62 1.097, H63 1.060, H64 1.085
50 H -2.1347 4.3466 -1.1771  C41 1.111
51 H -1.7449 2.5989 -1.2467  C41 1.085
52 H -1.5339 3.4399 0.2941  C41 1.093
53 H -2.8521 1.2245 0.5406  C43 1.100
54 H -4.6349 1.7003 0.5414  C43 1.087
55 H -4.2597 3.2569 2.3704  C44 1.107
56 H -2.4382 3.1579 2.2568  C44 1.154
57 H -2.8231 1.7320 3.8520  N45 1.041
58 H -5.3261 0.6918 2.7600  C46 1.076
59 H -5.3824 1.9094 3.9111  C46 1.106
60 H -3.8964 -0.7084 4.3456  C47 1.031
61 H -5.3490 -0.3336 5.0783  C47 1.063
62 H -4.4479 2.6381 6.3289  C49 1.097
63 H -3.8644 1.5490 7.5348  C49 1.060
64 H -5.3723 1.1943 6.6892  C49 1.085
65 C -2.0713 -1.3159 9.9660  O66 1.475, H74 1.096, H75 1.104, H76 1.114
66 O -1.8112 -0.5955 8.7053  C65 1.475, C67 1.393
67 C -1.3781 -1.4124 7.6640  O66 1.393, C68 1.534, H77 1.063, H78 1.083
68 C -0.4054 -0.5031 6.9023  C67 1.534, N69 1.473, H79 1.092, H80 1.110
69 N 0.1019 -0.9556 5.5951  C68 1.473, C70 1.460, H81 0.982
70 C -0.6266 -0.3286 4.4966  N69 1.460, C71 1.530, H82 1.114, H83 1.110
71 C -0.1264 -1.0143 3.2238  C70 1.530, O72 1.414, H84 1.128, H85 1.074
72 O 1.2787 -0.8826 3.1430  C71 1.414, C73 1.371
73 C 1.9509 -2.0641 2.9679  O72 1.371, H86 1.128, H87 1.071, H88 1.098
74 H -2.8455 -2.0887 9.9020  C65 1.096
75 H -2.5058 -0.5038 10.5748  C65 1.104
76 H -1.1348 -1.7133 10.4197  C65 1.114
77 H -2.2649 -1.7222 7.1664  C67 1.063
78 H -0.8000 -2.2259 8.0836  C67 1.083
79 H 0.4840 -0.5602 7.5328  C68 1.092
80 H -0.7187 0.5618 6.8996  C68 1.110
81 H 1.0624 -0.7831 5.4848  N69 0.982
82 H -0.4846 0.7612 4.3147  C70 1.114
83 H -1.7274 -0.4683 4.5314  C70 1.110
84 H -0.5487 -0.4077 2.3718  C71 1.128
85 H -0.4957 -2.0198 3.1500  C71 1.074
86 H 3.0351 -1.8433 3.1873  C73 1.128
87 H 1.9564 -2.4755 1.9796  C73 1.071
88 H 1.6281 -2.8293 3.6864  C73 1.098
89 C 5.9173 -0.2228 -4.7797  O90 1.387, H98 1.105, H99 1.139, H100 1.068
90 O 4.7353 -0.7059 -4.2389  C89 1.387, C91 1.445
91 C 3.5280 -0.5120 -5.0080  O90 1.445, C92 1.534, H101 1.126, H102 1.149
92 C 2.3700 -0.2665 -4.0317  C91 1.534, N93 1.473, H103 1.095, H104 1.085
93 N 1.0682 0.0125 -4.6621  C92 1.473, C94 1.477, H105 1.032
94 C 0.9555 1.2863 -5.4016  N93 1.477, C95 1.475, H106 1.081, H107 1.102
95 C -0.4361 1.6656 -5.7081  C94 1.475, O96 1.437, H108 1.114, H109 1.116
96 O -1.2559 1.9743 -4.5695  C95 1.437, C97 1.409
97 C -0.9779 3.2610 -4.0684  O96 1.409, H110 1.069, H111 1.105, H112 1.073
98 H 5.7263 0.4438 -5.6397  C89 1.105
99 H 6.6199 -0.9725 -5.2719  C89 1.139
100 H 6.5513 0.2675 -4.0735  C89 1.068
101 H 3.3771 -1.4883 -5.5489  C91 1.126
102 H 3.7086 0.3119 -5.7877  C91 1.149
103 H 2.7045 0.4726 -3.2964  C92 1.095
104 H 2.2250 -1.2020 -3.5011  C92 1.085
105 H 0.3232 0.0142 -3.9486  N93 1.032
106 H 1.5630 1.1874 -6.2902  C94 1.081
107 H 1.4381 2.0848 -4.8155  C94 1.102
108 H -0.9588 0.8148 -6.2009  C95 1.114
109 H -0.4675 2.5316 -6.4109  C95 1.116
110 H -1.7037 3.5750 -3.3490  C97 1.069
111 H -1.0722 3.9626 -4.9164  C97 1.105
112 H 0.0212 3.4151 -3.7082  C97 1.073

Results
* E_LUMO: 0.61 eV
* calculated total energy: -2241.780846 Ha
* E_HOMO: -8.8 eV
* gap between HOMO and LUMO: 9.421 eV
* energy relative to the best compared isomer or geometry (same formula, charge and spin): 0.0 kJ/mol
* structure (SMILES): COCCNCCOC.COCCNCCOC.COCCNCCOC.NC(N)=O.NC(N)=O.CO.CO.CO.CO
* 2S+1: 1